Here is a molecular structure, Cl3NO15Rb2 at a distorted geometry from OMol25. Energies are from ωB97M-V/def2-TZVPD.

Structure (XYZ):
```
21
Properties=species:S:1:pos:R:3:forces:R:3
Rb -13.79129 14.41715 8.05264 0.1 -0.9 0.0
Rb -12.99328 8.87212 5.57064 -0.4 0.3 0.8
Cl -13.10993 10.47856 9.42529 -4.3 0.6 -3.0
O -14.34864 10.02678 8.74005 1.3 -1.9 -0.3
O -11.98068 9.65105 9.30305 0.7 -2.2 0.7
O -12.79685 11.64289 8.70844 1.6 4.0 -2.1
O -13.56177 10.86306 10.67749 0.6 -0.2 3.8
Cl -9.60341 14.27473 11.87978 1.1 -2.7 -11.3
O -8.91987 15.49082 11.76375 -1.2 5.4 0.1
O -10.99280 14.02421 11.83544 -2.8 2.2 2.6
O -9.27905 13.62914 10.53152 0.7 0.2 1.5
O -8.93595 13.68559 12.87810 2.2 -4.8 7.1
Cl -15.79544 12.74519 4.09469 6.3 7.5 2.3
O -16.24057 11.48144 4.01117 -4.2 -6.0 0.1
O -15.98635 13.44906 5.43215 -1.1 -1.5 -2.0
O -14.36300 12.67105 3.95663 2.1 -0.7 0.6
O -16.13476 13.59908 3.01703 -2.7 0.7 -0.8
N -14.95152 4.10857 8.70701 2.7 3.3 1.5
O -15.35149 5.32128 8.62223 -0.6 -1.8 -0.6
O -14.58687 3.77362 9.92240 -1.1 -1.2 -3.0
O -14.62787 3.50549 7.63670 -0.9 -0.4 1.9
```
Positions in Å, forces in eV/Å.

Maximum force in eV/A: 11.7
Net charge: -2
Orbital gap in eV: 5.515
Multiplicity: 1

Here is a single C6H8Cl2O molecule at a distorted geometry from OMol25. Energies are from ωB97M-V/def2-TZVPD.

Structure (XYZ):
```
17
Properties=species:S:1:pos:R:3:forces:R:3
C 1.35725 -0.47580 -1.25238 -0.1 0.4 1.5
C -0.05110 0.08974 -1.44073 1.1 3.3 0.2
C 1.56353 -0.01927 0.19371 -3.5 1.2 -0.4
C -0.30237 0.07342 0.05462 2.1 -0.2 1.2
C -0.84935 1.26567 0.80756 -0.4 1.6 -0.1
C -0.93285 -1.19295 0.57883 -1.5 -1.9 -3.9
O 1.95243 -1.34156 -1.78153 0.5 -1.0 -1.3
Cl 2.30687 -0.91089 1.46093 0.1 -0.3 -0.2
Cl 2.09174 1.66290 0.13524 0.5 0.2 0.2
H -0.17018 1.17925 -1.79407 0.7 -1.6 0.3
H -0.55754 -0.50702 -2.11431 -1.5 -1.4 -1.0
H -0.50984 1.19166 1.84227 -0.6 -0.4 0.2
H -1.96239 1.31116 0.69302 0.8 -0.3 0.5
H -0.52736 2.32942 0.60593 0.1 -1.3 -0.7
H -0.85382 -1.33680 1.59349 0.4 -0.1 2.4
H -0.43234 -2.14830 0.05710 -1.3 2.0 1.0
H -2.12268 -1.17063 0.36032 2.8 -0.2 0.2
```
Positions in Å, forces in eV/Å.

Maximum force in eV/A: 4.6
Relative energy (zero: lowest compared OMol25 entry of this formula, charge and spin) in kcal/mol: 9.31
Orbital gap in eV: 10.192
Structure (SMILES): CC1(C)CC(=O)C1(Cl)Cl
Multiplicity: 1

| no. | highest occupied orbital energy (eV) |
| --- | --- |
| 1 | -2.97 |
| 2 | -9.58 |